<1>
The following is a DFT calculation (the ωB97M-V functional and the def2-TZVPD basis) of a 2-piece molecular cluster, C3H9NS overall.

Properties
SMILES	C=N.CCS
orbital gap	0.3580	Ha

Cartesian coordinates (Å):
C: 1.75408 2.40740 0.43755
N: 1.69702 1.82608 -0.69776
H: 2.68738 2.75153 0.87882
H: 0.81421 2.77662 0.87565
H: 2.65850 1.63393 -0.99960
C: -1.95735 0.25904 0.12871
C: -1.60434 -1.22127 0.36198
S: 0.14138 -1.64577 -0.12923
H: -1.30726 0.98928 0.62542
H: -1.90673 0.47005 -0.93980
H: -2.96186 0.40274 0.50732
H: -1.70619 -1.30850 1.46445
H: -2.17641 -1.87396 -0.30492
H: 0.37067 -0.36580 -0.40430


<2>
The following is a DFT calculation (the ωB97M-V functional and the def2-TZVPD basis) of the molecule C3H9NS.

Properties
SMILES	C[C@@H](N)CS
orbital gap	0.3684	Ha

Cartesian coordinates (Å):
C: -1.51165 0.07510 -0.31231
C: 0.00687 0.16714 -0.32966
N: 0.60239 1.49342 -0.74305
C: 0.79520 -0.42755 0.87291
S: 0.77540 -2.45727 0.93812
H: -1.97210 -0.92122 -0.35184
H: -1.83660 0.66001 -1.20915
H: -1.79498 0.59036 0.64724
H: 0.42506 -0.37056 -1.19935
H: 0.06255 1.72006 -1.59003
H: 0.37743 2.27190 -0.05291
H: 1.79707 -0.01778 1.08117
H: 0.21273 -0.26517 1.78830
H: 2.06062 -2.51843 0.46057


<3>
The following is a DFT calculation (the ωB97M-V functional and the def2-TZVPD basis) of the molecule C3H9NS.

Properties
SMILES	C[C@@H](N)CS
orbital gap	0.3696	Ha

Cartesian coordinates (Å):
C: 0.81825 0.19248 1.02687
C: -0.07814 0.51047 -0.18099
N: 0.97011 0.89130 -1.28649
C: -0.83398 -0.85086 -0.45338
S: -1.69104 -1.66340 0.95342
H: 1.72509 0.88724 0.98185
H: 1.22257 -0.92041 0.98189
H: 0.36187 0.45561 1.96448
H: -0.84921 1.28463 0.09627
H: 0.93929 1.90266 -1.47895
H: 0.89778 0.29654 -2.10966
H: -1.39538 -0.78734 -1.42798
H: -0.01319 -1.60465 -0.71550
H: -2.07401 -0.59427 1.64818


Preferred: <2>; penalty for the next structure: 0.0045 hartree.


<1>
The following is a DFT calculation (the ωB97M-V functional and the def2-TZVPD basis) of a 2-piece molecular cluster, C2H3N3O2S overall.

Properties
orbital gap	0.3022	Ha

Cartesian coordinates (Å):
C: -0.07865 -0.08142 -0.12905
C: -0.62597 1.23433 -0.47532
H: -2.84499 -1.53313 0.49486
H: -1.62519 1.39670 -0.60783
H: 2.58519 -1.86587 0.85295
N: -0.85576 -1.13780 0.23144
N: 0.35735 2.06701 -0.17897
N: 1.22862 0.09400 0.39501
O: -2.07877 -0.79200 -0.36004
O: 1.41666 1.42968 0.21149
S: 2.52152 -0.81149 -0.43454


<2>
The following is a DFT calculation (the ωB97M-V functional and the def2-TZVPD basis) of a 3-piece molecular cluster, C2H3N3O2S overall.

Properties
orbital gap	0.3664	Ha

Cartesian coordinates (Å):
C: 0.42542 -2.42327 -0.05999
C: -1.27379 1.20922 -0.03563
N: 0.36463 -1.48284 0.59179
N: -0.18948 1.57780 0.03352
N: -2.59184 1.31824 0.02665
O: 2.60892 -0.41190 -1.22963
O: 3.36884 0.05819 1.05692
S: 2.53950 0.41264 -0.04800
H: 0.52799 -3.35153 -0.61928
H: -2.97012 1.88110 -0.69388
H: -2.81008 1.21236 0.97753


<3>
The following is a DFT calculation (the ωB97M-V functional and the def2-TZVPD basis) of C2H3N3O2S as an isolated structure.

Properties
orbital gap	0.3796	Ha

Cartesian coordinates (Å):
C: 1.25074 -1.54901 0.52121
C: -0.07651 0.09665 -0.53540
N: 2.33661 -1.11040 0.99348
N: 0.33340 -0.96040 -0.14431
N: -0.73900 1.00134 -0.91323
O: 2.54921 0.50974 -1.01374
O: 4.00954 0.63118 0.91577
S: 2.78938 0.25855 0.38773
H: 0.90595 -2.46284 0.81856
H: 1.91150 1.27597 0.90532
H: -0.69267 1.91938 -0.65402


Preferred: <2>; penalty for the next structure: 0.0373 hartree.


<1>
The following is a DFT calculation (the ωB97M-V functional and the def2-TZVPD basis) of a 3-piece molecular cluster, C2H3N3O2S overall.

Properties
orbital gap	0.3208	Ha

Cartesian coordinates (Å):
C: 1.02089 -0.45990 -0.08802
C: -1.28061 -0.31716 -0.16571
H: -1.19150 2.19621 -0.25855
H: 0.55651 2.09730 1.40046
H: 0.81034 -2.45264 -0.43631
N: 0.14489 1.78233 0.02152
N: -0.09109 0.46424 -0.13855
N: 0.54124 -1.76871 0.21634
O: -0.88600 -1.69812 -0.02258
O: -2.27410 0.21892 -0.29682
S: 2.64944 -0.06246 -0.23179


<2>
The following is a DFT calculation (the ωB97M-V functional and the def2-TZVPD basis) of C2H3N3O2S as an isolated structure.

Properties
orbital gap	0.3678	Ha

Cartesian coordinates (Å):
C: 0.91853 0.91170 0.87868
C: 0.53981 -0.43653 -0.61917
H: 2.69454 1.73506 1.34480
H: 1.61609 -1.66695 -1.55081
H: -2.37726 -1.32334 0.72884
N: 1.55912 0.23234 -0.11341
N: -0.59390 -0.01081 -0.22276
N: -0.39574 0.93209 0.83126
O: 1.73205 1.49164 1.76811
O: 0.66501 -1.40017 -1.54911
S: -2.11539 -0.65018 -0.45609


Preferred: <2>; penalty for the next structure: 0.1763 hartree.